(1)
# C17H24NO2

An isolated ion of composition C17H24NO2 and charge +1 (ωB97M-V with the def2-TZVPD basis set, the Open Molecules 2025 dataset).

XYZ file:
```
44
Properties=species:S:1:pos:R:3:forces:R:3
C -3.095 -0.331 1.902 0.132 0.054 -0.199
H -2.195 -0.435 2.497 0.110 -0.034 0.144
H -3.578 -1.303 1.847 -0.060 -0.123 0.054
H -3.767 0.344 2.428 -0.071 0.038 0.103
C -2.848 0.208 0.493 -0.054 0.055 0.108
C -4.219 0.327 -0.171 0.274 -0.033 -0.006
H -4.170 0.600 -1.218 -0.041 0.050 -0.167
H -4.750 -0.619 -0.094 -0.109 -0.091 -0.019
H -4.805 1.082 0.348 -0.107 0.069 0.048
C -2.021 1.511 0.454 0.074 0.153 0.024
H -2.452 2.362 0.977 -0.073 0.037 0.055
C -1.819 1.737 -1.048 -0.060 0.171 0.021
H -2.683 2.230 -1.487 -0.002 0.035 -0.059
H -0.951 2.366 -1.243 0.002 0.080 -0.011
C -1.639 0.306 -1.589 0.010 -0.088 -0.008
H -2.389 0.053 -2.335 -0.011 -0.030 -0.043
H -0.663 0.159 -2.051 -0.050 -0.048 -0.088
C -1.805 -0.585 -0.343 0.268 -0.279 -0.153
C -2.100 -2.039 -0.649 0.037 0.287 0.131
H -3.035 -2.124 -1.196 -0.099 -0.074 -0.108
H -2.179 -2.619 0.267 -0.010 -0.137 0.079
H -1.309 -2.472 -1.260 0.045 -0.107 -0.078
C -0.536 -0.378 0.515 -0.681 -0.016 0.481
H -0.481 -1.115 1.318 0.010 0.133 -0.125
C -0.667 1.067 1.025 0.001 0.019 0.038
H -0.645 1.110 2.112 0.056 -0.022 0.026
H 0.150 1.683 0.646 0.042 0.052 0.028
O 0.676 -0.520 -0.264 -0.139 0.441 -0.316
C 1.419 -1.578 -0.085 1.148 -0.432 -0.495
O 1.281 -2.477 0.687 -0.138 -0.204 0.177
C 2.665 -1.493 -1.035 -1.443 -0.923 0.042
N 3.561 -0.497 -0.508 0.541 0.561 0.178
C 4.531 -0.856 0.345 0.475 -0.015 0.386
C 5.348 0.087 0.931 -0.108 0.074 -0.097
C 5.157 1.432 0.637 -0.215 -0.252 -0.134
C 4.139 1.784 -0.241 0.060 -0.154 0.051
C 3.355 0.796 -0.798 0.053 0.627 -0.072
H 2.549 1.025 -1.479 -0.028 -0.122 -0.009
H 3.955 2.816 -0.494 -0.060 0.034 -0.058
H 5.784 2.187 1.083 0.059 0.064 0.038
H 6.124 -0.230 1.608 0.024 -0.081 0.028
H 4.640 -1.910 0.554 -0.100 -0.038 -0.079
H 2.325 -1.215 -2.033 0.209 0.041 0.072
H 3.141 -2.474 -1.055 0.031 0.230 0.014
```
Forces are in eV/Å.

Properties
HOMO-LUMO gap = 0.3103 Eh
ΔE to the lowest compared entry with this formula, charge and spin = 0.00 kcal/mol
E_HOMO = -0.47458 Ha
charge = +1

=====

(2)
# C3H10NS

An isolated ion of composition C3H10NS and charge +1 (ωB97M-V with the def2-TZVPD basis set, the Open Molecules 2025 dataset).

XYZ file:
```
15
Properties=species:S:1:pos:R:3:forces:R:3
C -0.335 -1.156 -0.996 -0.550 -1.137 0.829
N 0.676 -2.142 -1.197 -0.518 2.773 0.235
H -0.816 -0.845 -1.921 0.122 0.227 0.059
H -1.073 -1.547 -0.297 0.046 0.556 0.276
H 0.984 -1.961 -2.149 1.087 -0.481 0.412
H 1.368 -1.963 -0.456 0.127 -1.013 -0.853
C 1.454 1.240 1.409 -1.844 -1.597 -2.955
S -0.022 0.755 -0.154 -1.033 1.025 2.196
C -1.762 0.590 0.988 1.355 -0.947 -1.627
H 2.084 1.990 0.960 -0.077 0.324 -0.084
H 1.836 0.233 1.254 0.365 0.244 1.497
H 0.705 1.547 2.130 0.537 -0.369 0.375
H -1.589 -0.329 1.547 -0.040 0.021 -0.233
H -2.285 1.310 1.633 1.190 0.658 -0.521
H -2.291 0.440 0.055 -0.767 -0.285 0.395
```
Forces are in eV/Å.

Properties
HOMO-LUMO gap = 0.3453 Eh
ΔE to the lowest compared entry with this formula, charge and spin = 85.12 kcal/mol
E_HOMO = -0.52635 Ha
charge = +1

=====

(3)
# CH5O2P

One molecule with the formula CH5O2P (ωB97M-V with the def2-TZVPD basis set, the Open Molecules 2025 dataset).

XYZ file:
```
9
Properties=species:S:1:pos:R:3:forces:R:3
C 0.788 -0.649 -0.016 -2.943 1.625 1.362
O -3.231 -0.230 -0.023 1.478 0.187 0.180
O -0.747 -1.006 0.005 2.213 1.034 0.567
P -1.801 0.196 0.023 -2.059 -0.343 2.383
H 1.175 -1.520 -0.397 1.190 -2.364 0.066
H 1.215 -0.255 1.012 -1.132 -0.851 -2.334
H 0.846 -0.024 -0.893 0.406 1.118 0.311
H -1.520 1.027 1.302 0.028 -1.099 -1.934
H -1.560 0.983 -1.064 0.819 0.693 -0.601
```
Forces are in eV/Å.

Properties
HOMO-LUMO gap = 0.4019 Eh
ΔE to the lowest compared entry with this formula, charge and spin = 10.40 kcal/mol
E_HOMO = -0.37757 Ha
charge = 0

=====

(4)
# C6H8

One molecule with the formula C6H8 (ωB97M-V with the def2-TZVPD basis set, the Open Molecules 2025 dataset).

XYZ file:
```
14
Properties=species:S:1:pos:R:3:forces:R:3
C 1.725 0.434 -0.315 1.596 -1.552 -1.138
C 0.336 0.665 -0.238 -3.235 -1.362 1.887
C 2.214 -0.740 0.154 1.086 1.476 0.830
C -0.818 1.516 0.287 0.210 -1.042 -2.206
C -0.793 0.038 0.176 0.967 1.592 -3.205
C -1.799 -0.985 -0.251 2.233 0.277 0.058
H 2.415 1.046 -0.881 -0.212 0.535 0.201
H 3.316 -0.910 0.291 -1.276 -0.001 -0.618
H 1.537 -1.306 0.760 -0.099 -0.676 0.124
H -0.617 1.872 1.204 0.060 1.716 3.307
H -1.504 2.081 -0.329 0.244 0.364 -0.416
H -2.168 -1.322 0.653 -1.112 -1.495 1.868
H -1.167 -1.750 -0.719 -0.925 -0.188 -0.234
H -2.676 -0.639 -0.794 0.461 0.355 -0.459
```
Forces are in eV/Å.

Properties
HOMO-LUMO gap = 0.3103 Eh
ΔE to the lowest compared entry with this formula, charge and spin = 78.35 kcal/mol
E_HOMO = -0.29011 Ha
charge = 0

=====

What did the second record say?
# C3H10NS

An isolated ion of composition C3H10NS and charge +1 (ωB97M-V with the def2-TZVPD basis set, the Open Molecules 2025 dataset).

XYZ file:
```
15
Properties=species:S:1:pos:R:3:forces:R:3
C -0.335 -1.156 -0.996 -0.550 -1.137 0.829
N 0.676 -2.142 -1.197 -0.518 2.773 0.235
H -0.816 -0.845 -1.921 0.122 0.227 0.059
H -1.073 -1.547 -0.297 0.046 0.556 0.276
H 0.984 -1.961 -2.149 1.087 -0.481 0.412
H 1.368 -1.963 -0.456 0.127 -1.013 -0.853
C 1.454 1.240 1.409 -1.844 -1.597 -2.955
S -0.022 0.755 -0.154 -1.033 1.025 2.196
C -1.762 0.590 0.988 1.355 -0.947 -1.627
H 2.084 1.990 0.960 -0.077 0.324 -0.084
H 1.836 0.233 1.254 0.365 0.244 1.497
H 0.705 1.547 2.130 0.537 -0.369 0.375
H -1.589 -0.329 1.547 -0.040 0.021 -0.233
H -2.285 1.310 1.633 1.190 0.658 -0.521
H -2.291 0.440 0.055 -0.767 -0.285 0.395
```
Forces are in eV/Å.

Properties
HOMO-LUMO gap = 0.3453 Eh
ΔE to the lowest compared entry with this formula, charge and spin = 85.12 kcal/mol
E_HOMO = -0.52635 Ha
charge = +1

=====

- Number 3 is which compound?
  CH5O2P